169
Properties=species:S:1:pos:R:3 method="wB97M-V/def2-TZVPD" relative_energy_kj_mol=277.7 e_lumo_ev=0.349 e_homo_ev=-8.873 gap_ev=9.222 charge=0 total_energy_ha=-2842.27384
C -1.90605 4.04163 -6.80032
C -0.70031 3.23294 -7.20365
C -0.29161 3.53637 -8.64345
O 0.47547 3.77790 -6.46073
H -1.81895 5.11606 -6.95800
H -2.21729 3.93283 -5.78809
H -2.73283 3.70212 -7.44220
H -0.79274 2.11645 -7.07976
H 0.54990 2.87972 -8.92428
H 0.10688 4.51464 -8.62672
H -1.14943 3.38299 -9.22743
H 0.47122 3.53364 -5.53891
C -0.44429 -2.98641 4.15599
C -1.55229 -2.10721 4.76038
C -1.03490 -1.14533 5.81759
O -2.25345 -1.47639 3.69660
H -0.77269 -3.58725 3.30773
H -0.06772 -3.63286 4.87449
H 0.34004 -2.33334 3.85378
H -2.33146 -2.75642 5.20954
H -1.80941 -0.88560 6.44313
H -0.64639 -0.30589 5.20983
H -0.23961 -1.67826 6.35212
H -1.78879 -1.08788 2.87656
C -2.53659 4.33441 2.17634
C -2.24181 3.35945 3.32929
C -0.82499 3.54853 3.95373
O -3.25117 3.55578 4.36171
H -3.47297 3.93728 1.74802
H -1.72978 4.19386 1.49098
H -2.61380 5.38603 2.48458
H -2.37288 2.32289 2.90120
H -0.57161 2.83538 4.74093
H -0.54667 4.53823 4.39423
H -0.11869 3.43610 3.08145
H -3.05674 2.88252 4.99660
C -0.38474 -5.91035 0.73585
C 1.04641 -6.36929 0.45803
C 1.05283 -7.39819 -0.71399
O 1.99118 -5.32782 0.18359
H -1.05081 -5.68763 -0.10310
H -0.40200 -4.98216 1.32068
H -0.86509 -6.66777 1.37339
H 1.40046 -6.74881 1.46478
H 0.44695 -6.95892 -1.54290
H 0.56497 -8.37129 -0.48617
H 2.06754 -7.61842 -0.99346
H 1.95907 -4.82373 1.01905
C -6.16078 3.22684 2.41655
C -6.54066 1.82919 3.04101
C -5.41762 0.81972 2.98489
O -5.36494 0.32283 1.63245
C -4.73167 -0.96709 1.50432
N -7.10260 1.98082 4.33300
H -5.15727 3.49796 2.68850
H -6.90679 3.97289 2.76380
H -6.20203 3.15107 1.34756
H -7.33019 1.37050 2.49555
H -5.70402 -0.05313 3.61424
H -4.54621 1.34196 3.35549
H -5.31443 -1.74723 2.03694
H -3.70954 -1.02181 1.80719
H -4.71737 -1.25576 0.44961
H -6.56361 2.62579 4.95455
H -6.92540 1.09253 4.76740
C -1.39687 0.69997 -4.38657
C -1.85781 -0.58046 -4.94335
C -1.84145 -0.64328 -6.50575
O -0.48860 -0.40964 -6.94514
C -0.49296 -0.41764 -8.40328
N -0.99007 -1.58306 -4.27947
H -2.02171 1.59837 -4.69584
H -0.38360 0.91244 -4.68219
H -1.41495 0.78806 -3.30784
H -2.85446 -0.81677 -4.59732
H -2.62277 -0.01375 -6.93890
H -2.20329 -1.65869 -6.74253
H -0.79634 -1.36658 -8.80281
H 0.48217 -0.15220 -8.77185
H -1.17014 0.30787 -8.86346
H -0.01215 -1.32169 -4.19698
H -0.87582 -2.42865 -4.91305
C 0.72188 -1.89871 0.87049
C 0.41894 -0.48975 1.18526
C 1.06314 0.46877 0.26690
O 0.32976 1.67122 0.14896
C 1.01786 2.67775 -0.60665
N -1.05912 -0.34654 1.21604
H 0.16052 -2.58703 1.46470
H 1.77947 -2.09924 1.04605
H 0.52607 -2.19260 -0.16938
H 0.79136 -0.32325 2.20745
H 1.18279 0.08565 -0.74480
H 2.05516 0.66981 0.66734
H 0.81452 2.56961 -1.67481
H 2.11751 2.69810 -0.35265
H 0.54153 3.60056 -0.30838
H -1.28923 0.62583 1.08833
H -1.50874 -0.84087 0.49127
C 2.27866 -2.76221 -2.56800
C 3.73696 -3.01794 -2.23089
C 4.08249 -2.59873 -0.77712
O 3.75407 -1.29079 -0.40125
C 4.51870 -0.36360 -1.13524
N 4.02509 -4.44001 -2.50080
H 2.02872 -3.05111 -3.60589
H 1.95553 -1.68637 -2.51676
H 1.69099 -3.36476 -1.87537
H 4.32969 -2.41832 -2.87377
H 5.17237 -2.75160 -0.70196
H 3.64000 -3.36624 -0.08875
H 4.29068 0.60419 -0.67847
H 4.25160 -0.38779 -2.19823
H 5.60806 -0.47550 -1.09302
H 4.81809 -4.74837 -1.99215
H 3.29153 -5.05891 -2.22201
C 3.82729 3.69332 4.06403
C 4.55735 2.51850 3.33980
C 3.59317 1.51849 2.80112
O 2.91330 0.72172 3.76959
C 3.70897 -0.48867 3.87021
N 5.27381 3.07680 2.15335
H 3.15476 4.22659 3.39809
H 4.58785 4.28633 4.42135
H 3.25864 3.23671 4.91426
H 5.26243 2.20691 4.12634
H 4.01621 0.83528 2.03975
H 2.75257 2.13757 2.31347
H 3.24507 -1.13296 4.61088
H 4.72886 -0.29280 4.23517
H 3.77970 -1.03667 2.87751
H 5.83282 3.88145 2.46536
H 5.84336 2.40676 1.71164
C -2.96568 2.56578 -1.88858
C -3.41638 1.55640 -0.85319
O -4.60915 2.02435 -0.25826
H -1.97101 2.32829 -2.31397
H -2.83711 3.51702 -1.38819
H -3.68253 2.67000 -2.70971
H -2.60555 1.50125 -0.12406
H -3.47049 0.54665 -1.23238
H -4.96523 1.43849 0.40691
C -2.36485 -4.24410 -2.17810
C -2.42295 -3.23496 -1.07225
O -2.49477 -1.92823 -1.59788
H -1.51360 -4.05604 -2.80781
H -3.21772 -4.15367 -2.83393
H -2.34788 -5.27186 -1.77687
H -1.53453 -3.36108 -0.47981
H -3.33574 -3.33541 -0.45991
H -1.87172 -1.80088 -2.40903
C 3.80746 8.06759 1.25473
C 4.09100 6.55956 1.09110
O 3.06509 5.85102 1.65283
H 2.86783 8.24413 0.79744
H 4.53935 8.82931 0.98068
H 3.67610 8.32761 2.30656
H 5.09184 6.30270 1.60159
H 4.29710 6.35565 -0.03460
H 2.30871 6.02648 1.10018
C 4.09162 -5.98649 2.53741
C 3.51194 -4.73825 3.16530
O 2.06861 -4.72289 3.00558
H 5.18176 -5.97569 2.78618
H 3.91629 -5.88026 1.45481
H 3.65037 -6.85994 2.97038
H 3.95746 -3.85559 2.72131
H 3.74219 -4.66758 4.22282
H 1.74298 -3.89778 3.45862